[1]
123
Properties=species:S:1:pos:R:3:forces:R:3:lowdin_charge:R:1 method="wB97M-V/def2-TZVPD" spin_multiplicity=1 relative_energy_ev=0.6670 e_tot_ev=-59003.6783
C -2.139889 -2.870958 5.226317 -0.224 -0.003 0.871 -0.0731
C -1.989506 -1.458853 4.733571 -1.443 0.269 -1.399 -0.2687
O -3.279378 -0.841309 4.427842 0.454 -0.053 -0.047 -0.1117
H -1.089541 -3.137663 5.362429 -0.153 -0.821 0.055 0.0617
H -2.721064 -3.554428 4.567179 0.695 0.566 0.205 0.0846
H -2.630300 -2.895337 6.237319 0.441 0.063 -0.790 0.0902
H -1.525410 -1.412240 3.745440 0.300 -0.266 0.348 0.0858
H -1.420738 -0.840045 5.409952 0.152 0.173 0.315 0.1119
H -3.801517 -0.803902 5.222331 -0.292 -0.006 0.542 0.0792
C -4.314963 -2.847706 1.053624 -0.818 -0.325 -0.876 -0.0938
C -3.902378 -4.292172 0.885009 0.571 0.156 -1.211 -0.3399
O -4.173086 -5.103963 2.005778 0.259 0.042 0.020 -0.0637
H -4.122970 -2.588295 2.069048 0.152 0.709 0.712 0.0582
H -5.373199 -2.786081 0.823037 -0.481 0.201 0.416 0.0691
H -3.878061 -2.144070 0.332864 0.412 -0.327 0.320 0.0663
H -2.825019 -4.295925 0.759589 0.244 -0.376 -0.014 0.1044
H -4.351594 -4.702960 -0.048082 0.259 0.026 0.513 0.1175
H -5.115628 -5.108957 2.141966 -0.541 -0.063 0.151 0.0759
C -1.350012 5.552224 -1.431503 0.703 0.916 -0.535 -0.0970
C -1.071163 4.102817 -1.430785 1.178 -1.172 -1.345 -0.3135
O 0.050329 3.719080 -2.284127 -0.457 0.432 0.124 -0.1181
H -2.296398 5.703800 -0.966505 -0.694 0.413 0.740 0.0609
H -1.461384 5.945257 -2.448858 0.198 -0.162 0.077 0.0835
H -0.543646 6.097550 -0.926323 -0.327 0.084 -0.045 0.0860
H -1.962147 3.572815 -1.787218 0.346 -0.237 -0.032 0.1143
H -0.782497 3.736635 -0.472235 -0.318 -0.194 1.111 0.0812
H 0.878961 3.957435 -1.825391 -0.473 -0.151 0.106 0.0631
C 4.396921 1.621698 -3.988149 0.260 -1.179 0.645 -0.0614
C 4.063487 0.392632 -3.104760 0.702 -0.084 -0.406 -0.2770
O 5.060356 0.338307 -2.059545 -0.561 0.158 -0.251 -0.1117
H 4.096881 2.530930 -3.521182 -0.047 0.720 0.729 0.0599
H 3.839776 1.613540 -4.905090 -0.054 -0.299 -0.661 0.0406
H 5.485206 1.647263 -4.164423 -0.515 -0.049 -0.105 0.0875
H 4.128321 -0.560297 -3.688287 -0.068 0.734 0.224 0.1218
H 3.059077 0.440329 -2.655392 0.131 0.191 -0.157 0.0995
H 4.951480 -0.524042 -1.638267 0.107 -0.237 0.260 0.0456
C -2.932949 -0.862914 -5.029268 -1.440 -0.300 0.572 -0.0526
C -2.217962 -1.540285 -3.893630 1.069 0.338 -0.291 -0.4914
C -3.121741 -2.397650 -3.046991 -1.250 0.373 -0.218 -0.0477
O -1.125852 -2.293202 -4.466089 -0.399 -0.658 -0.940 -0.0938
H -2.282522 -0.256929 -5.635096 0.190 0.152 -0.184 0.0431
H -3.752034 -0.252329 -4.594165 0.361 -0.197 -0.497 0.1016
H -3.389706 -1.663301 -5.636926 -0.022 0.374 -0.053 0.0961
H -1.700663 -0.767830 -3.303432 -0.277 -0.330 0.186 0.1212
H -3.577999 -3.196287 -3.654434 0.119 0.257 0.097 0.0904
H -3.949361 -1.744328 -2.682751 0.457 -0.515 -0.124 0.0936
H -2.664321 -2.865426 -2.192796 0.486 -0.046 0.291 0.0653
H -1.398816 -2.656076 -5.340694 0.258 0.387 1.000 0.1263
C 4.976481 0.647302 1.993070 0.499 -0.130 -0.633 -0.0521
C 5.239612 1.971957 1.290867 -0.801 -0.185 0.419 -0.4529
C 6.699631 2.149750 0.865426 -0.517 0.325 -0.732 -0.0476
O 4.264147 2.141738 0.228500 1.441 -0.345 -0.290 -0.0903
H 4.964242 -0.173394 1.277314 0.122 -0.125 -0.186 0.0738
H 3.993105 0.640190 2.460924 0.189 0.086 0.312 0.0527
H 5.823694 0.475817 2.661599 -0.400 -0.183 0.425 0.0866
H 4.961501 2.712167 2.037158 0.137 0.548 -0.168 0.1322
H 7.049296 1.252576 0.344387 0.096 0.058 0.145 0.0817
H 7.369509 2.409052 1.690288 -0.231 -0.299 0.046 0.0795
H 6.758219 2.981292 0.151381 0.002 -0.126 0.109 0.0825
H 4.614938 1.663130 -0.559984 -0.389 0.194 0.398 0.0777
C 2.860604 -1.907965 3.356983 -0.003 -0.844 -0.564 -0.0615
C 2.027816 -2.816533 4.284464 1.631 0.470 0.148 -0.4675
C 3.080117 -3.678131 5.017719 -0.999 0.480 0.618 -0.0627
O 1.376756 -1.963310 5.220709 -0.643 -0.209 0.075 -0.0698
H 3.489721 -2.468928 2.625496 -0.392 0.269 0.602 0.1013
H 3.529191 -1.349594 4.032536 -0.160 0.068 -0.470 0.0798
H 2.236209 -1.249691 2.766042 -0.094 0.334 0.077 0.0484
H 1.242154 -3.409854 3.788069 0.388 0.243 0.139 0.1394
H 2.625877 -4.213897 5.855425 0.010 -0.128 -0.146 0.0772
H 3.848708 -3.005573 5.455045 -0.276 -0.432 -0.412 0.0878
H 3.510423 -4.370046 4.321008 0.486 -0.405 -0.212 0.0705
H 2.074598 -1.458162 5.646419 -0.022 0.137 0.130 0.0817
C 0.095011 0.555677 -0.408940 0.995 -1.653 0.138 -0.0280
C 0.821250 -0.472658 0.520650 -0.353 1.516 -0.195 -0.4328
C -0.309909 -1.159657 1.333191 1.123 1.173 0.141 -0.0297
O 1.668608 -1.372331 -0.185875 -0.988 -0.723 -0.981 -0.0957
H -0.454682 1.266436 0.159149 -0.630 0.456 0.682 0.0602
H -0.577133 -0.054419 -1.004144 -0.316 0.240 -0.446 0.0636
H 0.765814 1.114671 -1.033308 0.464 0.132 -0.428 0.0645
H 1.566932 0.108470 1.083089 -0.613 -0.259 0.526 0.1168
H 0.070658 -2.020823 1.854826 -0.036 -0.805 -0.185 0.0585
H -1.147460 -1.337828 0.635635 0.202 -0.250 0.702 0.0828
H -0.577694 -0.480172 2.166476 -0.302 -0.041 -0.744 0.0754
H 1.150615 -1.846155 -0.883137 0.230 0.346 0.552 0.0694
C -5.721751 0.521327 1.516722 0.461 -0.427 -0.764 -0.0692
C -4.938063 1.606972 2.247417 0.595 -0.692 0.798 -0.4451
C -5.571175 2.021942 3.606679 -0.135 -1.528 -1.083 -0.0416
O -3.586675 1.112740 2.481282 -0.357 0.517 -0.025 -0.1153
H -6.026850 -0.325148 2.181193 0.163 0.727 -0.531 0.0910
H -5.036184 0.136870 0.724754 -0.412 -0.020 0.662 0.0766
H -6.562168 0.921890 0.933057 -0.133 -0.063 0.578 0.0773
H -4.776061 2.442323 1.556089 -0.254 0.082 0.342 0.1358
H -5.663310 1.101889 4.244804 0.403 0.787 -0.399 0.0861
H -6.608135 2.304947 3.425036 0.079 0.538 0.148 0.0752
H -4.955290 2.776500 4.070939 -0.150 0.260 0.317 0.0716
H -3.599698 0.440213 3.188152 0.007 -0.067 -0.042 0.0416
C -0.393920 1.533395 -4.821417 1.676 1.464 0.606 -0.0556
C 0.061494 1.453926 -6.295270 -1.256 0.027 0.763 -0.4404
C 1.214429 0.456840 -6.376711 -1.803 0.427 -0.730 -0.0325
O -1.033563 0.948066 -7.094869 0.059 0.132 -0.371 -0.0857
H 0.451938 1.977396 -4.203549 -0.866 -0.688 -0.620 0.0910
H -0.641842 0.570655 -4.421234 0.076 -0.611 0.075 0.0349
H -1.215410 2.208799 -4.573984 -0.167 0.038 -0.569 0.0803
H 0.303587 2.464464 -6.634946 0.308 -0.109 -0.108 0.1350
H 1.639686 0.366408 -7.345497 0.142 0.103 -1.174 0.0679
H 0.741805 -0.506684 -6.165743 0.670 -0.060 0.655 0.0879
H 1.990879 0.847298 -5.773484 0.726 -0.355 1.188 0.0434
H -1.718043 1.626775 -7.231250 0.605 -0.249 0.262 0.0992
O -1.171451 2.676295 3.017722 -1.348 -0.862 -0.057 -0.0708
H -1.358663 3.509282 2.585189 0.135 0.328 -0.099 0.0452
H -2.022659 2.158608 2.888371 0.982 0.405 0.106 0.0442
O 1.531887 2.346178 2.688910 -0.257 -0.307 0.276 -0.0769
H 0.593478 2.263720 2.991181 0.785 0.043 -0.046 0.0101
H 2.135149 2.004796 3.367540 -0.580 0.156 -0.242 0.0414
O 2.083344 3.806719 0.233811 1.137 0.657 -1.032 -0.0770
H 2.993245 3.410498 0.251246 -0.956 0.197 -0.089 0.0193
H 1.565464 3.192737 0.729556 -0.385 -0.704 0.848 -0.0273
O 4.201610 -2.254746 -0.600095 -1.333 -0.214 -0.839 -0.0976
H 3.913213 -3.121598 -0.962060 0.615 0.651 0.328 0.0588
H 3.320927 -1.778107 -0.617869 0.923 -0.276 0.605 0.0158
O 0.793205 -2.277926 -2.701159 1.263 0.250 1.376 -0.0436
H 1.383939 -1.537781 -2.890971 -0.201 -0.133 -0.228 0.0417
H 0.217689 -2.396129 -3.448896 -0.719 -0.039 -0.926 -0.0173

***

[2]
55
Properties=species:S:1:pos:R:3:forces:R:3:nbo_charge:R:1 method="wB97M-V/def2-TZVPD" spin_multiplicity=1 relative_energy_ev=0.0000 e_tot_ev=-122413.3038
Pt -0.277921 -0.259269 -0.680288 -0.172 -0.193 -0.350 1.5832
Cl 6.132959 3.398076 -1.062560 -0.003 -0.001 0.005 0.0172
C 4.539731 2.725494 -1.175411 0.038 0.003 -0.028 0.0152
C 4.339107 1.606546 -1.963962 -0.023 0.015 0.006 -0.2639
C 3.064280 1.077372 -2.058757 0.036 0.024 -0.015 -0.0502
Cl 2.785494 -0.260616 -3.096861 0.001 -0.034 -0.014 0.0632
C 1.994022 1.637262 -1.350812 -0.170 0.020 0.123 0.3068
O 0.741893 1.224578 -1.512126 0.444 -0.026 0.016 -0.6008
C 2.246998 2.777704 -0.571348 0.045 0.000 -0.012 -0.0247
Cl 0.942539 3.460407 0.316489 -0.016 0.026 0.021 0.0467
C 3.503777 3.335213 -0.486202 -0.017 -0.021 0.031 -0.2685
H 5.157829 1.163666 -2.511035 -0.010 -0.012 -0.009 0.2448
H 3.682499 4.210201 0.120424 -0.019 -0.001 0.007 0.2434
Cl -0.826981 -7.290639 -0.050987 0.001 0.002 -0.001 0.0099
C -0.340723 -5.659070 -0.387052 0.072 0.015 -0.012 -0.0543
C -1.292406 -4.661719 -0.451418 -0.024 0.025 -0.010 -0.2287
C -0.869476 -3.374113 -0.718547 0.057 -0.025 -0.104 -0.1109
Cl -2.075095 -2.108699 -0.853136 0.353 0.086 0.202 0.1100
C 0.464886 -3.011230 -0.917668 -0.006 -0.012 0.168 0.3395
O 0.902303 -1.787658 -1.163274 -0.047 0.152 -0.365 -0.6771
C 1.389355 -4.068834 -0.838368 0.046 0.029 -0.009 -0.0961
Cl 3.063899 -3.705185 -1.062688 -0.032 0.001 0.005 0.0372
C 1.002364 -5.368974 -0.584139 -0.088 -0.004 0.008 -0.2267
H -2.339982 -4.874655 -0.295859 0.003 -0.011 0.009 0.2438
H 1.747890 -6.148933 -0.530041 -0.002 -0.003 0.002 0.2453
O -2.667685 3.771121 -0.580299 -0.023 -0.012 0.014 -0.6510
C -3.507434 3.230206 -1.490489 -0.021 -0.021 0.036 0.4384
C -4.634391 3.905815 -1.948652 -0.005 0.004 0.008 -0.3228
C -5.460484 3.325544 -2.894031 0.000 0.002 0.003 -0.1486
C -5.175497 2.068142 -3.412862 0.004 0.001 -0.004 -0.2567
C -4.049817 1.401174 -2.971544 0.044 0.023 -0.045 -0.1159
C -3.216200 1.963457 -2.005145 0.041 0.032 -0.032 -0.2810
C -2.057585 1.179265 -1.560177 0.120 0.195 0.013 0.7899
O -1.469360 0.364831 -2.333805 -0.187 -0.356 0.058 -0.6241
O -1.612249 1.226877 -0.360029 -0.240 0.040 0.059 -0.5953
H -2.990215 4.640416 -0.319852 0.010 0.014 -0.012 0.4840
H -4.856711 4.892227 -1.557784 -0.001 -0.001 0.000 0.2132
H -6.335228 3.865491 -3.232397 -0.001 -0.001 -0.002 0.2202
H -5.821554 1.619839 -4.154038 0.000 0.000 -0.001 0.2234
H -3.789907 0.427711 -3.366086 -0.009 0.001 0.003 0.2336
O -1.249293 -1.860960 1.893326 -0.005 -0.005 0.084 -0.5847
C -0.217391 -1.266331 2.089365 -0.027 0.100 -0.015 0.6655
N 0.510576 -0.556260 1.131286 -0.355 0.175 0.313 -0.6395
C 1.633381 0.031188 1.714700 0.175 -0.246 -0.118 0.6681
O 2.483254 0.673719 1.156645 0.023 0.020 -0.043 -0.5733
C 1.621276 -0.349549 3.160011 -0.019 -0.005 0.004 -0.0612
C 2.510672 -0.045705 4.168411 0.017 0.017 0.005 -0.1923
C 2.236430 -0.565049 5.430422 0.002 -0.001 -0.007 -0.1929
C 1.115301 -1.361013 5.655172 -0.004 -0.002 -0.003 -0.1985
C 0.230060 -1.664705 4.625035 -0.001 -0.008 0.007 -0.1613
C 0.513389 -1.138757 3.382289 0.001 -0.025 0.002 -0.1462
H 3.380257 0.569399 3.979655 -0.002 0.001 -0.002 0.2347
H 2.905100 -0.350810 6.253862 0.001 0.002 -0.001 0.2188
H 0.934076 -1.749604 6.648746 -0.001 -0.001 0.000 0.2187
H -0.642021 -2.284596 4.783887 0.001 0.000 0.001 0.2323